Computed, not measured: 2 unconnected molecules or ions with the total composition C3H4Cl3NO3 at a distorted geometry, with the ωB97M-V functional and the def2-TZVPD basis.

Bonds (Å) are listed after each position.
Positions of all 14 atoms, in Å:
1 C 1.977 0.507 0.819  C3 1.339, Cl8 1.708, H11 0.981
2 C -0.192 0.375 -1.001  N4 1.290, O7 1.321, H12 1.172
3 C 2.702 -0.456 0.236  C1 1.339, Cl9 1.692, Cl10 1.701
4 N -0.714 -0.392 -0.105  C2 1.290, O5 1.261, O6 1.422
5 O -1.115 0.056 1.004  N4 1.261
6 O -0.813 -1.804 -0.248  N4 1.422, H13 0.986
7 O -0.051 1.686 -0.915  C2 1.321, H14 0.969
8 Cl 2.496 2.117 0.585  C1 1.708
9 Cl 4.037 -0.186 -0.768  C3 1.692
10 Cl 2.271 -2.080 0.496  C3 1.701
11 H 1.220 0.454 1.440  C1 0.981
12 H 0.089 -0.095 -2.038  C2 1.172
13 H -1.423 -2.039 0.490  O6 0.986
14 H -0.305 1.817 0.011  O7 0.969

Net charge ... 0
Gap between HOMO and LUMO ... 9.43 eV
Highest occupied orbital energy ... -8.83 eV
ΔE to the lowest compared entry with this formula, charge and spin ... 38.6 kcal per mole
Strongest force on any atom ... 6.017 eV/A
Structure (SMILES) ... [O-]/[N+](O)=C\O.ClC=C(Cl)Cl